[1]
Entry from the OMol25 dataset: a 2-piece molecular cluster, C9H19Br2P overall in a non-equilibrium geometry (ωB97M-V with the def2-TZVPD basis set).

As for the HOMO energy (spin up / spin down): -7.561 / -7.561 eV. The energy above the lowest of the compared OMol25 structures with the same formula, charge and spin is 0.2883 eV. The LUMO energy (spin up / spin down) is -0.24 / -0.24 eV.

The geometry in XYZ format:
```
31
C9H19Br2P | the OMol25 dataset | ωB97M-V with the def2-TZVPD basis set
C 0.49717 3.19806 -1.40075
C -0.69752 0.86088 -1.56818
C 0.33164 -0.09140 3.13914
C 1.10113 -1.34247 1.01632
C -2.30419 1.79376 2.05710
C -1.33619 3.81168 1.07758
C 0.43248 1.74796 -0.99957
C 0.16113 -0.19320 1.65879
C -1.01981 2.54511 1.55426
P 0.18842 1.50621 0.87003
Br -3.12618 3.20696 -0.80687
Br 2.11134 2.11801 1.79003
H 1.23754 3.71408 -0.81888
H 0.80219 3.22472 -2.46084
H -0.46882 3.60376 -1.20005
H -1.01875 1.08290 -2.59078
H -1.64170 1.00075 -0.99135
H -0.32896 -0.22843 -1.43496
H 0.08318 0.83727 3.54953
H -0.45094 -0.67429 3.71632
H 1.38253 -0.21303 3.47066
H 0.71030 -2.18644 1.69028
H 2.14020 -1.10066 1.06804
H 0.88812 -1.37604 -0.08613
H -2.90539 1.62333 1.17233
H -1.88052 0.80817 2.35436
H -2.76834 2.17659 2.91679
H -2.14192 4.29941 1.67401
H -0.60076 4.31969 0.54813
H 1.47382 1.12086 -1.19983
H -0.86242 -0.46430 1.37671
```

[2]
Entry from the OMol25 dataset: a 2-piece molecular cluster, C9H19Cl2 overall in a non-equilibrium geometry (ωB97M-V with the def2-TZVPD basis set).

As for the HOMO energy (spin up / spin down): -10.333 / -10.299 eV. The energy above the lowest of the compared OMol25 structures with the same formula, charge and spin is 0.0000 eV. Its spin multiplicity is 2. The LUMO energy (spin up / spin down) is 0.74 / -3.36 eV.

The geometry in XYZ format:
```
30
C9H19Cl2 | the OMol25 dataset | ωB97M-V with the def2-TZVPD basis set
Cl -0.96804 0.61488 0.99106
Cl 1.55608 -1.02893 1.32141
C -2.32064 -3.61846 1.12711
C -1.17659 -2.91409 0.39640
C -1.33440 -2.96794 -1.12619
C 0.20002 -3.37657 0.88651
C 1.39642 -2.49862 0.47091
C 2.80673 -3.21250 0.51244
C 3.80928 -2.39242 -0.29267
C 2.82036 -4.65954 -0.00960
C 3.20861 -3.21753 1.98896
H -2.37361 -4.69445 0.91430
H -2.12729 -3.54042 2.19873
H -3.28410 -3.15681 0.86431
H -1.17470 -1.84279 0.69265
H -1.30735 -3.98278 -1.54089
H -2.24008 -2.44144 -1.44503
H -0.53213 -2.41196 -1.59952
H 0.21661 -3.46655 1.99233
H 0.28163 -4.41092 0.52406
H 1.23727 -2.10984 -0.58250
H 3.78831 -1.35355 0.02858
H 4.82671 -2.76077 -0.14721
H 3.57144 -2.45939 -1.35529
H 2.25626 -5.34660 0.63866
H 2.47675 -4.71490 -1.05701
H 3.84128 -5.07580 0.03465
H 2.53713 -3.86264 2.55484
H 4.23225 -3.51210 2.22561
H 3.09430 -2.19089 2.34479
```